(1)
The following is a DFT calculation (wB97M-V/def2-TZVPD) of C16H8AgBrF5N2OS2 as an isolated structure.

Summary:
Charge: -1
Largest force on an atom, eV Å⁻¹: 0.75
Kohn-Sham gap, eV: 6.8958
Calculated total energy, eV: -131049.768
Highest occupied orbital energy, eV: -4.216
Relative energy (zero: lowest compared OMol25 entry of this formula, charge and spin), kJ/mol: 10.6

```
36
Properties=species:S:1:pos:R:3:forces:R:3:mulliken_charge:R:1
Ag -0.008 0.189 -0.320 -0.078 -0.215 -0.152 0.213
O 1.618 1.899 -0.406 0.082 0.155 -0.042 -0.712
N 2.860 1.627 -0.688 0.076 -0.160 0.026 0.567
C 3.702 2.674 -0.845 0.133 0.172 -0.013 -0.233
C 5.032 2.526 -1.140 -0.116 -0.030 0.027 -0.660
C 5.540 1.234 -1.275 0.015 0.000 -0.012 -0.100
C 4.689 0.170 -1.109 0.085 0.184 0.015 -0.796
C 3.320 0.333 -0.816 -0.057 0.022 -0.015 0.325
S 2.290 -1.014 -0.650 -0.367 -0.041 0.059 -0.460
H 3.225 3.633 -0.708 -0.071 -0.041 -0.015 0.388
H 5.647 3.407 -1.258 0.006 -0.002 0.005 0.366
H 6.586 1.083 -1.511 -0.015 -0.073 0.019 0.352
H 5.038 -0.849 -1.194 0.001 -0.008 -0.039 0.346
Br -0.939 2.767 2.203 -0.039 0.124 -0.028 -0.098
C -0.501 1.118 3.013 0.175 -0.226 -0.039 0.128
C -0.819 0.908 4.347 -0.031 -0.002 0.047 -0.590
C -0.472 -0.313 4.900 0.038 0.044 -0.029 -0.165
C 0.167 -1.257 4.109 -0.029 -0.001 0.026 -0.738
C 0.440 -0.935 2.791 0.077 -0.073 0.016 -0.065
N 0.116 0.239 2.253 -0.109 0.150 0.275 0.063
H -1.319 1.677 4.917 -0.004 -0.011 0.011 0.369
H -0.688 -0.520 5.941 -0.048 -0.001 -0.013 0.357
H 0.444 -2.224 4.506 0.024 0.007 -0.019 0.373
H 0.951 -1.625 2.128 -0.013 0.021 -0.011 0.343
F -5.201 -2.737 -4.484 -0.055 -0.025 -0.080 -0.323
C -4.574 -2.083 -3.494 0.062 0.057 0.100 0.605
C -5.240 -1.761 -2.326 0.002 -0.005 -0.041 0.110
F -6.532 -2.099 -2.189 -0.100 -0.041 -0.002 -0.308
C -4.583 -1.100 -1.310 0.367 0.056 -0.055 0.217
F -5.288 -0.817 -0.207 -0.135 -0.024 0.082 -0.336
C -3.229 -0.725 -1.375 -0.380 -0.371 -0.528 -0.101
S -2.502 0.071 -0.037 0.563 0.266 0.185 -0.372
C -2.602 -1.056 -2.590 -0.214 0.141 0.349 0.705
F -1.328 -0.723 -2.805 0.208 0.022 -0.031 -0.221
C -3.248 -1.715 -3.618 -0.097 -0.048 -0.010 -0.232
F -2.591 -2.002 -4.751 0.044 -0.024 -0.068 -0.318
```
Forces are in eV/Å.

***

(2)
The following is a DFT calculation (wB97M-V/def2-TZVPD) of C3H4S2 as an isolated structure.

Summary:
Charge: 0
Largest force on an atom, eV Å⁻¹: 4.89
Kohn-Sham gap, eV: 8.4968
Calculated total energy, eV: -24843.109
Highest occupied orbital energy, eV: -8.366
Relative energy (zero: lowest compared OMol25 entry of this formula, charge and spin), kJ/mol: 244.3

```
9
Properties=species:S:1:pos:R:3:forces:R:3:mulliken_charge:R:1
C -0.526 0.296 -0.896 -0.388 0.110 -0.355 -0.532
C -0.121 -0.327 0.168 4.539 0.332 1.796 -0.179
C 1.820 -0.104 0.774 -4.297 -0.259 -1.676 -0.230
S 2.994 -0.919 -0.254 0.216 -0.436 -0.038 -0.105
S 2.703 1.123 -0.131 -0.019 0.337 0.110 -0.152
H -1.546 0.186 -1.239 -0.127 -0.052 -0.034 0.258
H 0.114 0.932 -1.484 0.296 0.151 -0.039 0.214
H -0.597 -0.990 0.859 -0.382 -0.179 0.070 0.330
H 1.873 -0.154 1.848 0.162 -0.004 0.166 0.396
```
Forces are in eV/Å.

***

(3)
The following is a DFT calculation (wB97M-V/def2-TZVPD) of an isolated ion of composition C8H13N4OS and charge +1.

Summary:
Spin multiplicity: 3
Charge: +1
Largest force on an atom, eV Å⁻¹: 7.64
Kohn-Sham gap (alpha / beta), eV: 5.7657 / 8.3480
Calculated total energy, eV: -27338.880
Highest occupied orbital energy (alpha / beta), eV: -10.159 / -13.644

```
27
Properties=species:S:1:pos:R:3:forces:R:3:lowdin_spin:R:1
C 0.777 -2.153 0.636 -0.205 -1.123 -0.612 0.630
C 2.602 -0.797 -0.122 1.098 0.348 0.785 0.020
C 2.007 1.579 0.023 -0.825 -1.205 -0.042 0.000
C 0.551 0.048 1.142 -0.792 0.171 0.340 0.101
C -0.239 -0.283 -0.066 -1.350 4.669 0.320 0.506
C -3.309 0.013 -0.091 1.370 -0.325 0.659 0.003
C -1.043 0.555 -1.052 3.355 -0.213 0.326 0.046
C -2.242 1.071 -0.384 -2.869 -0.204 -2.479 0.023
N 1.624 -1.047 1.066 1.167 -0.966 -0.080 0.107
N 2.288 0.400 -0.670 0.916 -1.241 -1.338 0.017
N 1.190 1.303 1.030 -1.239 -0.815 2.302 0.008
N -0.130 -1.555 -0.244 0.134 -7.455 -1.655 0.365
O 2.435 2.607 -0.323 0.997 2.566 -0.711 0.000
S 3.842 -1.772 -0.525 -1.377 0.318 0.521 0.062
H 1.168 -3.160 0.397 -0.019 0.898 0.507 0.027
H 0.040 -0.172 2.181 0.960 0.915 -1.685 0.037
H -2.916 -0.635 0.749 -0.675 -0.017 -1.329 0.002
H -3.632 -0.440 -1.024 0.652 -0.923 -0.037 0.001
H -4.248 0.382 0.219 -0.798 1.051 0.903 0.000
H -0.352 1.359 -1.414 -0.680 -0.127 0.331 0.015
H -1.165 -0.051 -1.939 -0.535 -0.315 -0.202 0.001
H -1.907 1.567 0.430 0.742 1.481 3.124 0.002
H -2.681 1.863 -0.983 -0.173 0.097 -0.364 0.003
H 2.133 -1.176 1.970 -0.356 -0.148 -0.928 0.006
H 2.780 0.589 -1.524 0.380 0.079 -0.359 0.002
H 0.807 1.972 1.628 -0.019 1.733 0.811 0.001
H -0.381 -2.068 -1.110 0.138 0.751 0.892 0.015
```
Forces are in eV/Å.